Entry from the Open Molecules 2025 dataset: a molecular structure, C51H70F27INO18Si (ωB97M-V/def2-TZVPD).

LUMO level = -3.311 eV
Multiplicity = 1
Electronic energy = -6677.9268 a.u.
Total charge = +1
Molecular weight = 1653.046 g mol⁻¹
Maximum force = 1.67 eV Å⁻¹

Geometry (Å):
C  10.2931  8.3864  1.2396
O  11.0585  7.2713  0.7877
C  10.3074  6.3031  0.0875
C  10.1529  5.0332  0.9430
O  10.2971  5.3118  2.2755
C  8.7919  4.3479  0.6748
C  8.0559  3.8725  1.9168
C  9.1205  3.3160  -0.4366
C  8.0194  2.3533  -0.8787
C  6.6571  3.0199  -0.9698
C  6.5067  4.1356  -1.8097
C  5.2812  4.7844  -1.9587
C  4.1711  4.3013  -1.2574
C  4.3099  3.1899  -0.4258
C  5.5409  2.5273  -0.2730
C  5.5970  1.3140  0.6230
C  10.5041  2.7325  -0.1660
I  10.3428  1.1067  1.3487
Si  11.3853  1.7895  -1.6274
C  10.2390  0.4579  -2.2918
C  11.7437  2.9428  -3.0661
C  12.9822  0.9406  -1.1072
N  11.1723  3.8814  0.6198
C  12.5512  4.3049  0.2503
F  12.8829  5.3149  1.0271
F  13.3647  3.2900  0.4678
F  12.5996  4.6681  -1.0062
H  10.9180  8.9607  1.9133
H  9.9966  9.0095  0.3968
H  9.4019  8.0622  1.7794
H  9.3233  6.6957  -0.1536
H  10.8143  6.1046  -0.8563
H  10.9486  6.0275  2.3664
H  8.1113  5.0241  0.1657
H  7.8021  4.7455  2.5158
H  7.1169  3.4206  1.6175
H  8.6186  3.2087  2.5613
H  9.2835  3.9608  -1.3154
H  8.2544  2.0211  -1.8863
H  7.9514  1.4980  -0.2169
H  7.3630  4.4977  -2.3672
H  5.1902  5.6313  -2.6223
H  3.2063  4.7734  -1.3694
H  3.4368  2.8177  0.0856
H  4.5945  0.9454  0.8123
H  6.0197  1.5703  1.5958
H  6.2007  0.5168  0.1995
H  10.8488  -0.3713  -2.6383
H  9.6014  0.8215  -3.0930
H  9.5899  0.0717  -1.5070
H  11.6964  2.3247  -3.9619
H  12.7119  3.4254  -3.0134
H  10.9537  3.6878  -3.1762
H  13.1340  0.8649  -0.0369
H  13.8079  1.5208  -1.5209
H  13.0213  -0.0392  -1.5732
H  11.3067  3.4976  1.5653
C  1.7960  -2.0468  4.5840
C  1.8401  -1.6552  3.1251
O  1.4829  -0.2643  2.9398
C  2.4342  0.6136  3.1627
O  3.5702  0.4060  3.4760
C  1.9003  2.0329  2.8848
F  0.7176  2.2511  3.4515
F  1.7747  2.2048  1.5551
F  2.7573  2.9479  3.3317
H  0.8152  -1.8286  5.0071
H  1.9891  -3.1140  4.6839
H  2.5432  -1.5049  5.1625
H  1.1022  -2.2043  2.5529
H  2.8192  -1.8344  2.6826
C  -3.7733  0.1205  2.4125
C  -4.4697  -1.0937  1.8314
O  -3.6520  -2.2879  1.9543
C  -3.6987  -2.8500  3.1488
O  -4.3301  -2.4933  4.0979
C  -2.8291  -4.1217  3.1944
F  -1.6175  -3.9128  2.6603
F  -3.3960  -5.1347  2.5239
F  -2.6662  -4.5043  4.4555
H  -2.8050  0.2731  1.9340
H  -4.3771  1.0098  2.2627
H  -3.5988  -0.0091  3.4740
H  -4.6452  -0.9754  0.7653
H  -5.4285  -1.2829  2.3090
C  -5.1372  -7.2588  1.2890
C  -6.5756  -7.7252  1.2403
O  -7.1269  -7.6862  -0.1051
C  -6.7851  -8.7383  -0.8398
O  -6.0912  -9.6510  -0.5055
C  -7.4769  -8.7370  -2.2196
F  -7.3831  -7.5832  -2.8884
F  -8.7783  -9.0200  -2.0683
F  -6.9290  -9.6837  -2.9784
H  -5.0601  -6.2487  0.8908
H  -4.7739  -7.2677  2.3132
H  -4.4996  -7.9094  0.6919
H  -7.2134  -7.0764  1.8360
H  -6.6816  -8.7401  1.6171
C  -8.2744  3.9489  4.2096
C  -8.6158  4.1049  2.7448
O  -8.0043  3.0661  1.9460
C  -8.6218  1.8970  1.9469
O  -9.6237  1.5984  2.5208
C  -7.8596  0.9172  1.0309
F  -6.5405  0.9580  1.2754
F  -8.0557  1.2350  -0.2506
F  -8.2775  -0.3280  1.2297
H  -7.1933  3.9251  4.3500
H  -8.6823  4.7859  4.7748
H  -8.6886  3.0265  4.6140
H  -8.2126  5.0323  2.3453
H  -9.6914  4.1005  2.5754
C  1.1733  7.2643  -2.1282
C  0.3362  6.9489  -0.9083
O  -1.0609  7.2183  -1.1397
C  -1.7251  6.2919  -1.8159
O  -1.2965  5.2651  -2.2466
C  -3.2069  6.7076  -1.9326
F  -3.3234  7.9837  -2.3047
F  -3.7908  6.5616  -0.7342
F  -3.8370  5.9451  -2.8120
H  1.0153  8.2961  -2.4416
H  2.2300  7.1269  -1.8983
H  0.9138  6.6134  -2.9618
H  0.6069  7.5916  -0.0736
H  0.4542  5.9123  -0.5933
C  -3.2799  6.1508  2.4703
C  -2.4537  5.9962  3.7264
O  -3.0540  5.0651  4.6527
C  -2.8810  3.7859  4.3729
O  -2.3030  3.3272  3.4330
C  -3.5307  2.9338  5.4849
F  -4.7452  3.4035  5.7850
F  -2.7791  2.9791  6.5899
F  -3.6700  1.6678  5.1056
H  -4.2998  6.4502  2.7127
H  -2.8381  6.9109  1.8270
H  -3.3275  5.2158  1.9138
H  -2.3917  6.9328  4.2751
H  -1.4395  5.6687  3.4998
C  -7.5931  -12.7219  -3.4336
C  -8.5477  -13.4751  -4.3322
O  -7.9435  -14.6730  -4.8669
C  -7.9126  -15.7178  -4.0576
O  -8.3338  -15.7876  -2.9426
C  -7.2646  -16.9141  -4.7870
F  -6.1421  -16.5475  -5.4122
F  -8.1162  -17.3984  -5.6995
F  -6.9742  -17.8785  -3.9239
H  -6.6679  -12.4952  -3.9636
H  -8.0508  -11.7941  -3.1081
H  -7.3414  -13.3104  -2.5521
H  -8.8086  -12.8834  -5.2065
H  -9.4692  -13.7370  -3.8139
C  -9.5465  -5.6235  -3.9958
C  -8.8880  -4.2649  -3.9483
O  -8.6534  -3.7824  -5.2914
C  -9.6951  -3.2529  -5.9108
O  -10.7927  -3.0854  -5.4729
C  -9.2929  -2.8422  -7.3457
F  -8.6030  -3.8168  -7.9462
F  -8.5267  -1.7452  -7.3147
F  -10.3752  -2.5809  -8.0667
H  -8.9428  -6.3031  -4.5959
H  -9.6556  -6.0408  -2.9964
H  -10.5325  -5.5574  -4.4543
H  -7.9019  -4.3215  -3.4928
H  -9.4782  -3.5401  -3.3903

These are the Mulliken partial charges, in e, on atoms 1 to 2: -0.761, -0.423